Density functional theory data (the ωB97M-V functional and the def2-TZVPD basis) for C18H24BClF4IN3OPtS as an isolated structure at a distorted geometry.

orbital gap (alpha / beta)	5.9 / 5.9	eV
relative energy (zero: lowest compared OMol25 entry of this formula, charge and spin)	250.4	kJ/mol
LUMO energy (alpha / beta)	-1.75 / -1.76	eV

Structure (ORCA input):
```
! RIJCOSX wB97M-V def2-TZVPD def2/J DEFGRID3
* xyz 0 1
Pt 0.778 0.973 1.826
Cl 5.027 -3.017 -2.032
C 3.635 -2.340 -1.245
C 2.458 -3.042 -1.231
C 1.316 -2.498 -0.644
I -0.502 -3.539 -0.627
C 1.302 -1.237 -0.045
O 0.232 -0.690 0.422
C 2.568 -0.546 -0.010
N 2.602 0.646 0.637
C 3.702 1.357 0.685
C 4.887 0.913 0.079
C 4.903 -0.293 -0.564
C 3.729 -1.075 -0.628
H 2.419 -4.024 -1.682
H 3.658 2.300 1.212
H 5.775 1.526 0.137
H 5.809 -0.668 -1.019
C -2.804 -0.722 3.143
C -3.748 -1.182 2.040
C -3.540 -0.539 0.662
C -3.620 0.999 0.657
N -2.363 1.702 0.921
C -1.434 1.973 0.008
S 0.030 2.805 0.461
N -1.692 1.721 -1.268
C -0.746 1.934 -2.364
C 0.218 0.762 -2.541
C -0.468 -0.563 -2.872
C -1.197 -0.548 -4.215
H -2.870 -1.392 4.000
H -3.047 0.282 3.499
H -1.771 -0.745 2.801
H -4.779 -0.996 2.358
H -3.640 -2.261 1.916
H -4.325 -0.921 0.004
H -2.575 -0.850 0.251
H -4.339 1.330 1.407
H -3.983 1.353 -0.310
H -2.105 1.889 1.878
H -2.476 1.120 -1.470
H -0.188 2.843 -2.158
H -1.333 2.091 -3.268
H 0.793 0.651 -1.618
H 0.915 1.022 -3.343
H -1.163 -0.830 -2.071
H 0.293 -1.346 -2.894
H -2.048 0.137 -4.207
H -1.575 -1.541 -4.454
H -0.521 -0.239 -5.014
F 1.121 0.504 5.773
B 1.594 1.065 4.626
F 2.664 1.903 4.784
F 0.516 1.805 3.957
F 1.909 0.041 3.648
*
```

Quick look at the Löwdin charges, all values in e:
1 Pt 0.967
2 Cl 0.687
3 C -0.617
4 C -0.166
5 C -0.630
6 I 0.940
7 C -0.490
8 O -0.264
9 C -0.151
10 N -0.023
11 C -0.101
12 C -0.031
13 C -0.009
14 C -0.167
15 H 0.098
16 H 0.121
17 H 0.110
18 H 0.093
19 C -0.099
20 C -0.254
21 C -0.187
22 C -0.155
23 N 0.030
24 C -0.719
25 S 0.720
26 N 0.053
27 C -0.191
28 C -0.177
29 C -0.280
30 C -0.097
31 H 0.078
32 H 0.071
33 H 0.059
34 H 0.107
35 H 0.106
36 H 0.113
37 H 0.083
38 H 0.131
39 H 0.113
40 H 0.119
41 H 0.132
42 H 0.086
43 H 0.118
44 H 0.078
45 H 0.124
46 H 0.060
47 H 0.090
48 H 0.062
49 H 0.073
50 H 0.078
51 F 0.179
52 B -1.215
53 F 0.163
54 F -0.039
55 F 0.016